Here is a structure of composition C20H41As3IMnNO4Se3 from the Open Molecules 2025 dataset. Energies are from ωB97M-V/def2-TZVPD.

Element x y z (Å)
Mn 0.629 -0.114 -0.500
C 1.471 -3.655 -0.596
As -0.086 -2.523 -0.407
C -1.133 -3.085 -1.933
C -0.968 -3.182 1.196
C -2.253 -2.471 1.670
C -2.823 -3.383 2.770
C -1.945 -1.120 2.325
As -1.032 0.331 1.371
C -2.388 1.504 0.643
C -0.492 1.355 2.928
C -3.233 -2.358 0.487
As -5.222 -2.111 0.624
C -5.637 -1.608 2.485
C -5.362 -0.290 -0.085
H 1.152 -4.689 -0.729
H 2.106 -3.554 0.281
H 2.012 -3.318 -1.480
H -1.523 -4.089 -1.758
H -0.457 -3.087 -2.785
H -1.931 -2.376 -2.125
H -0.207 -3.164 1.979
H -1.210 -4.228 0.981
H -2.035 -3.679 3.465
H -3.250 -4.288 2.331
H -3.598 -2.876 3.340
H -1.310 -1.286 3.200
H -2.875 -0.673 2.681
H -3.135 1.745 1.401
H -2.833 1.053 -0.238
H -1.869 2.410 0.332
H -1.308 1.319 3.650
H -0.312 2.384 2.623
H 0.413 0.926 3.349
H -3.180 -3.304 -0.057
H -2.892 -1.584 -0.210
H -5.665 -2.482 3.132
H -6.642 -1.187 2.452
H -4.967 -0.858 2.903
H -4.909 -0.239 -1.076
H -4.890 0.439 0.567
H -6.421 -0.047 -0.179
C 5.215 3.438 -3.139
Se 3.354 3.187 -2.627
C 3.060 1.569 -3.661
C 3.778 0.320 -3.170
Se 3.399 -0.332 -1.366
C 4.837 0.506 -0.371
H 5.292 3.557 -4.218
H 5.828 2.601 -2.810
H 5.569 4.345 -2.653
H 3.357 1.780 -4.690
H 1.982 1.423 -3.669
H 4.860 0.432 -3.226
H 3.507 -0.517 -3.816
H 5.792 0.162 -0.763
H 4.711 0.166 0.656
H 4.751 1.586 -0.429
O 0.595 -0.660 -2.514
Se -0.561 0.560 -2.754
O -0.558 1.179 -4.212
O 0.075 1.552 -1.548
O -1.956 -0.022 -2.174
I 2.175 -1.096 1.986
C 2.497 2.180 1.482
C 3.349 3.199 1.867
C 3.014 4.459 1.393
C 1.904 4.611 0.571
C 1.154 3.500 0.232
N 1.462 2.284 0.722
H 4.207 3.024 2.500
H 3.620 5.318 1.656
H 1.635 5.580 0.175
H 0.306 3.551 -0.436

## Properties
⟨S²⟩	9.050
multiplicity	6
highest occupied orbital energy (alpha / beta)	-7.682 / -8.121	eV
LUMO level (alpha / beta)	-2.2629 / -0.0811	eV

---

Here is a structure of composition C20H41F6O16PPb from the Open Molecules 2025 dataset. Energies are from ωB97M-V/def2-TZVPD.

Element x y z (Å)
Pb 0.415 0.034 0.241
O -0.211 3.718 0.157
H -0.520 4.375 0.812
P 0.640 -4.844 -0.037
F 1.949 -5.855 -0.184
F -0.020 -5.451 -1.389
F -0.202 -5.860 0.861
F -0.625 -3.854 0.046
F 1.364 -3.977 1.153
F 1.277 -3.841 -1.074
C -5.600 -3.813 -4.506
C -4.738 -2.847 -3.599
O -4.841 -1.532 -4.102
C -4.185 -0.527 -3.611
O -3.207 -0.603 -2.878
O -4.785 0.566 -4.182
C -4.175 1.841 -4.057
H -6.607 -3.409 -4.607
H -5.705 -4.793 -4.041
H -5.185 -3.914 -5.509
H -3.670 -3.062 -3.639
H -5.098 -2.821 -2.571
H -3.232 1.915 -4.598
H -4.077 2.023 -2.986
H -4.822 2.635 -4.430
C 6.173 2.545 2.849
C 6.186 2.628 1.316
O 6.816 1.383 0.891
C 6.009 0.318 0.636
O 4.821 0.237 0.854
O 6.789 -0.599 0.001
C 6.155 -1.810 -0.481
H 5.750 3.438 3.309
H 7.208 2.678 3.165
H 5.686 1.680 3.298
H 6.764 3.499 1.009
H 5.180 2.825 0.943
H 6.871 -2.391 -1.062
H 5.355 -1.563 -1.179
H 5.821 -2.460 0.328
C 3.218 -2.079 -7.633
C 2.656 -1.506 -6.359
O 2.765 -0.084 -6.435
C 2.402 0.699 -5.351
O 2.070 0.263 -4.271
O 2.558 1.965 -5.658
C 2.182 2.999 -4.767
H 3.331 -3.161 -7.705
H 4.220 -1.675 -7.777
H 2.685 -1.743 -8.522
H 3.328 -1.912 -5.602
H 1.677 -1.878 -6.056
H 1.201 2.799 -4.337
H 2.245 4.006 -5.179
H 2.874 3.075 -3.929
C 0.174 3.617 6.896
C -0.034 2.373 6.099
O 0.971 1.404 6.459
C 1.547 0.583 5.726
O 1.231 0.358 4.582
O 2.466 -0.020 6.457
C 3.383 -0.977 5.893
H -0.592 4.366 6.696
H 1.092 4.156 6.663
H -0.020 3.318 7.926
H -0.040 2.687 5.055
H -1.027 2.048 6.410
H 4.017 -0.527 5.129
H 2.832 -1.761 5.374
H 4.031 -1.426 6.646
C -7.217 2.766 1.852
C -5.895 1.976 1.730
O -5.863 0.993 2.758
C -4.908 0.136 2.893
O -3.830 0.114 2.300
O -5.391 -0.802 3.704
C -4.659 -1.932 4.136
H -7.231 3.719 1.323
H -7.487 2.989 2.884
H -8.090 2.191 1.543
H -5.090 2.705 1.825
H -5.863 1.562 0.722
H -3.688 -1.714 4.582
H -4.587 -2.727 3.394
H -5.366 -2.454 4.780

## Properties
multiplicity	1
highest occupied orbital energy	-8.849	eV
LUMO level	-4.1782	eV

---

Here is a cluster of 4 separate species, C20H41FIN4O4 in total from the Open Molecules 2025 dataset. Energies are from ωB97M-V/def2-TZVPD.

Element x y z (Å)
C -0.978 2.477 1.101
C -1.830 1.485 0.309
C -1.172 0.948 -0.961
O 0.265 0.959 -0.853
C 0.948 1.320 -2.009
C 1.170 0.178 -2.940
N 0.425 -0.868 -2.971
C 0.848 -1.902 -3.917
I -0.591 -2.409 -5.405
C 2.239 -1.407 -4.369
C 2.273 0.068 -3.910
C 2.400 1.162 -4.980
C 1.334 1.215 -6.074
C -0.074 1.426 -5.582
F -0.118 2.542 -4.741
H -1.629 3.098 1.713
H -0.405 3.134 0.454
H -0.323 1.944 1.781
H -2.034 0.614 0.927
H -2.795 1.900 0.031
H -1.497 -0.091 -1.066
H -1.471 1.509 -1.849
H 1.941 1.670 -1.721
H 0.472 2.136 -2.563
H -0.402 -1.019 -2.403
H 0.955 -2.820 -3.351
H 2.396 -1.554 -5.427
H 2.954 -1.931 -3.747
H 3.202 0.190 -3.341
H 2.485 2.148 -4.524
H 3.356 0.957 -5.458
H 1.578 2.069 -6.706
H 1.371 0.349 -6.733
H -0.738 1.608 -6.424
H -0.476 0.584 -5.023
C -3.859 -1.724 1.988
O -3.353 -2.123 0.951
N -3.370 -1.952 3.216
C -4.016 -1.441 4.413
C -2.160 -2.745 3.347
H -4.782 -1.121 1.996
H -3.328 -0.785 4.952
H -4.309 -2.264 5.065
H -4.908 -0.878 4.150
H -1.336 -2.269 2.814
H -2.310 -3.737 2.921
H -1.905 -2.838 4.399
C -5.664 -1.137 7.640
O -6.258 -1.961 6.971
N -4.726 -1.429 8.561
C -4.050 -0.401 9.327
C -4.393 -2.825 8.793
H -5.851 -0.054 7.541
H -2.973 -0.439 9.150
H -4.234 -0.537 10.394
H -4.418 0.580 9.033
H -4.025 -3.285 7.876
H -5.278 -3.376 9.113
H -3.629 -2.889 9.563
C 6.413 0.267 -4.272
O 5.378 -0.387 -4.280
N 6.597 1.379 -3.541
C 7.830 2.145 -3.568
C 5.496 1.803 -2.703
H 7.287 -0.010 -4.881
H 8.275 2.182 -2.573
H 7.636 3.163 -3.907
H 8.537 1.678 -4.249
H 5.252 1.017 -1.985
H 4.614 1.990 -3.317
H 5.744 2.713 -2.163

## Properties
multiplicity	1
highest occupied orbital energy	-10.811	eV
LUMO level	-3.3735	eV
total charge	+1

---

Here is a structure of composition C20H41LuN2P3S from the Open Molecules 2025 dataset. Energies are from ωB97M-V/def2-TZVPD.

Element x y z (Å)
Lu -0.356 -0.366 -0.015
P 0.556 -1.385 2.471
P 0.346 2.279 0.843
P 2.353 -0.125 -0.989
H -1.953 -1.649 0.131
C -1.638 -2.037 -0.899
C -0.289 -2.715 -0.903
H 0.526 -2.182 -1.416
C -0.702 -1.906 3.705
C 1.527 -0.197 3.479
C 1.645 -2.862 2.504
C -0.175 3.275 -0.615
C -0.710 3.020 2.149
C 1.950 3.052 1.268
C 2.888 -1.483 -2.103
C 3.694 -0.168 0.270
C 2.924 1.311 -1.977
H -2.422 -2.797 -1.043
H -0.002 -3.135 0.070
H -1.468 -2.512 3.202
H -1.194 -1.032 4.152
H -0.236 -2.508 4.497
H 0.942 0.714 3.657
H 2.450 0.088 2.961
H 1.787 -0.645 4.448
H 1.189 -3.669 1.918
H 1.771 -3.208 3.539
H 2.629 -2.641 2.074
H 0.379 4.225 -0.630
H -1.254 3.474 -0.548
H 0.024 2.715 -1.542
H -0.204 3.900 2.569
H -0.877 2.285 2.948
H -1.678 3.323 1.732
H 1.763 4.102 1.534
H 2.652 3.004 0.425
H 2.385 2.533 2.134
H 3.905 -1.260 -2.457
H 2.217 -1.560 -2.969
H 2.884 -2.444 -1.574
H 4.665 -0.278 -0.232
H 3.550 -1.014 0.954
H 3.697 0.761 0.853
H 3.809 1.006 -2.552
H 3.183 2.163 -1.338
H 2.139 1.621 -2.675
C -0.594 -0.087 -2.227
C -0.478 0.567 -3.421
C -1.358 0.308 -4.495
C -2.304 -0.728 -4.425
C -2.474 -1.452 -3.276
C -1.820 -0.949 -2.004
S -0.339 -4.650 -2.007
H -0.122 -4.257 -3.227
H 0.319 1.299 -3.582
H -1.260 0.886 -5.411
H -2.911 -0.954 -5.308
H -3.149 -2.307 -3.180
H -2.584 -0.256 -1.587
N -4.028 0.994 1.975
C -4.270 1.707 0.800
C -3.265 1.380 -0.051
N -2.388 0.501 0.605
C -2.905 0.281 1.827
H -4.601 1.015 2.818
H -5.121 2.352 0.664
H -3.108 1.655 -1.086
H -2.508 -0.382 2.587

## Properties
multiplicity	1
highest occupied orbital energy	-17.517	eV
LUMO level	-10.7556	eV
total charge	+3

---

Here is a cluster of 4 separate species, C20H41NO10PS3 in total from the Open Molecules 2025 dataset. Energies are from ωB97M-V/def2-TZVPD.

Element x y z (Å)
C 2.081 -3.303 4.116
C 2.720 -2.062 3.367
C 1.650 -0.994 2.850
C 1.459 -1.021 1.253
N 2.154 0.087 0.560
C 3.437 -0.330 -0.069
C 4.587 0.742 0.174
C 5.139 0.520 1.749
C 5.901 1.846 2.400
O 6.615 0.538 1.925
P 3.176 -0.233 -1.943
O 3.244 1.270 -2.312
O 1.659 -0.810 -2.426
O 4.494 -0.960 -2.720
H 2.931 -3.992 4.415
H 1.377 -3.877 3.438
H 1.574 -2.961 5.067
H 3.378 -1.511 4.118
H 3.430 -2.387 2.540
H 0.655 -1.193 3.405
H 1.987 0.045 3.133
H 1.675 -2.052 0.843
H 0.338 -0.858 1.098
H 1.488 0.390 -0.168
H 4.226 1.809 0.158
H 5.473 0.528 -0.482
H 4.481 -0.129 2.462
H 5.406 1.742 3.400
H 5.612 2.542 1.575
H 1.576 -1.772 -2.314
H 4.524 -1.901 -2.466
C -2.884 1.774 1.781
C -3.672 1.736 3.091
C -3.547 0.321 3.661
S -1.984 -0.323 3.065
O -2.255 -1.430 2.178
O -1.055 -0.428 4.169
C -1.550 1.100 2.079
H -2.745 2.794 1.421
H -3.422 1.213 1.011
H -3.244 2.456 3.795
H -4.719 2.008 2.941
H -3.543 0.325 4.750
H -4.341 -0.330 3.294
H -1.020 0.783 1.183
H -0.910 1.743 2.687
C -3.771 -3.732 -2.255
C -3.308 -4.537 -1.038
C -3.693 -3.741 0.212
S -5.131 -2.774 -0.235
O -4.776 -1.375 -0.194
O -6.291 -3.293 0.456
C -5.196 -3.291 -1.942
H -3.727 -4.322 -3.172
H -3.128 -2.857 -2.385
H -3.816 -5.507 -1.028
H -2.234 -4.730 -1.066
H -3.944 -4.395 1.046
H -2.902 -3.051 0.507
H -5.538 -2.467 -2.567
H -5.892 -4.129 -2.010
C 1.630 3.926 -4.651
C 0.768 5.180 -4.823
C -0.697 4.738 -4.785
S -0.744 3.252 -3.784
O -1.136 2.145 -4.627
O -1.414 3.542 -2.535
C 1.013 3.153 -3.493
H 2.673 4.176 -4.454
H 1.593 3.324 -5.565
H 0.964 5.872 -3.999
H 0.997 5.705 -5.753
H -1.336 5.497 -4.335
H -1.065 4.486 -5.781
H 1.328 2.110 -3.457
H 1.221 3.641 -2.540

## Properties
multiplicity	1
highest occupied orbital energy	-3.061	eV
LUMO level	2.1529	eV
total charge	-1

---

Here is a cluster of 3 separate species, C20H42BI2N2O2 in total from the Open Molecules 2025 dataset. Energies are from ωB97M-V/def2-TZVPD.

Element x y z (Å)
C -2.534 3.819 4.721
C -3.869 3.744 3.955
O -3.737 3.242 2.602
B -3.733 1.884 2.519
O -2.694 1.160 3.074
C -4.902 1.031 1.830
C -6.073 0.671 2.389
N -6.792 -0.013 1.421
C -6.072 -0.068 0.322
N -4.920 0.548 0.522
C -3.940 0.670 -0.558
I -4.079 2.628 -1.459
C -2.507 0.265 -0.166
C -2.402 -0.969 0.758
I -1.272 0.092 -1.921
H -2.448 4.750 5.287
H -2.420 2.980 5.414
H -1.721 3.780 3.988
H -4.616 3.195 4.544
H -4.262 4.759 3.850
H -1.844 1.449 2.719
H -6.421 0.874 3.389
H -7.724 -0.383 1.544
H -6.407 -0.526 -0.599
H -4.261 -0.022 -1.342
H -2.083 1.114 0.385
H -1.623 -0.790 1.505
H -2.090 -1.856 0.200
H -3.317 -1.166 1.325
C 5.663 3.805 -1.208
C 4.936 2.485 -1.445
C 3.496 2.664 -1.924
C 2.571 3.382 -0.940
C 2.457 2.729 0.437
C 1.871 1.322 0.386
H 5.187 4.394 -0.422
H 6.694 3.621 -0.902
H 5.687 4.405 -2.120
H 4.963 1.882 -0.532
H 5.483 1.916 -2.201
H 3.080 1.680 -2.164
H 3.502 3.223 -2.864
H 1.572 3.444 -1.387
H 2.904 4.416 -0.813
H 1.815 3.355 1.064
H 3.432 2.704 0.929
H 0.875 1.334 -0.064
H 1.781 0.912 1.395
H 2.499 0.641 -0.190
C 2.970 -6.478 -3.037
C 2.291 -6.121 -1.719
C 1.054 -5.241 -1.894
C 1.320 -3.868 -2.516
C 2.326 -2.999 -1.763
C 1.879 -2.646 -0.348
H 3.339 -5.592 -3.556
H 3.824 -7.134 -2.860
H 2.280 -7.002 -3.702
H 3.012 -5.639 -1.053
H 1.988 -7.046 -1.221
H 0.572 -5.113 -0.920
H 0.328 -5.769 -2.520
H 0.367 -3.329 -2.583
H 1.664 -3.995 -3.546
H 2.471 -2.072 -2.326
H 3.302 -3.489 -1.728
H 0.925 -2.112 -0.368
H 2.616 -1.999 0.131
H 1.766 -3.534 0.275

## Properties
multiplicity	1
highest occupied orbital energy	-12.192	eV
LUMO level	-3.3525	eV
total charge	+1

---

Number 1: F_max 0.0185 Eh/bohr, electronic energy -449056.8524 eV. Number 2: F_max 0.1115 Eh/bohr, electronic energy -85004.1346 eV. Number 3: F_max 0.0245 Eh/bohr, electronic energy -46367.3653 eV. Number 4: F_max 0.0753 Eh/bohr, electronic energy -96681.1217 eV. Number 5: F_max 0.1108 Eh/bohr, electronic energy -85161.4445 eV. Number 6: F_max 0.0291 Eh/bohr, electronic energy -45370.4577 eV.